[1]
Below is a structure of composition C5H12N6O9Zn2, with properties calculated with the ωB97M-V functional and the def2-TZVPD basis.

Output
Spin multiplicity   1
LUMO level   -0.046 hartree

Structure (XYZ):
```
34
Properties=species:S:1:pos:R:3:forces:R:3
Zn 0.377300 0.539782 -0.279573 0.50 0.18 0.17
Zn -1.235697 2.534193 -1.792632 0.45 -0.74 0.88
O -0.028843 1.025750 -2.402787 5.67 4.82 -2.46
O 2.265202 -0.017187 -0.705918 -0.14 -1.14 -0.46
O -0.695987 3.961738 -0.356274 -2.10 2.66 1.15
O -1.994636 0.706594 -2.761567 -3.37 -2.55 -2.40
O -0.596250 -0.686441 -1.594422 -1.84 -5.82 -1.05
O 0.846882 2.589260 0.139211 5.00 1.74 3.87
O -1.012349 1.912503 0.260085 -6.16 -2.63 2.38
O 0.484619 -0.313628 1.557035 0.06 0.19 0.35
O -4.166192 -0.863575 1.587261 0.27 -0.18 -0.24
N -2.474236 -1.653060 0.287696 0.33 -0.80 0.55
N 0.520573 -0.685617 3.785110 0.12 0.59 -0.58
N -3.983721 -0.201156 -0.567908 0.61 0.29 -1.77
N -0.014254 -2.374155 2.324820 -0.20 -0.50 0.62
N 3.663495 1.502217 -1.531176 -0.30 0.42 -0.12
N 4.018114 -0.723805 -1.971746 0.00 -0.75 -0.12
C 3.256790 0.214208 -1.401238 0.30 1.72 0.98
C -3.572016 -0.878328 0.509363 -1.02 0.17 1.34
C -0.329827 2.990006 0.467589 2.95 -2.99 -10.22
C 0.310876 -1.070604 2.509566 0.02 -1.06 -0.86
C -0.885598 0.081832 -2.586663 -1.01 5.64 7.46
H 3.717732 -1.678014 -1.870293 0.21 0.01 0.07
H 4.593767 1.818266 -1.734808 -0.03 -0.26 -0.27
H 1.079851 0.152734 3.801557 -0.14 0.00 0.69
H 4.954613 -0.511262 -2.261854 -0.08 -0.11 -0.20
H -3.382445 -0.277331 -1.376974 -0.25 0.32 -0.22
H -0.296677 -2.760915 1.443590 0.16 0.41 -0.20
H -2.249549 -2.219016 1.085130 0.02 0.15 0.04
H 2.998470 2.192063 -1.211441 0.10 0.00 0.27
H 0.462906 -1.333516 4.547512 0.20 0.17 0.11
H -0.144086 -2.971297 3.123200 -0.05 0.01 -0.06
H -1.753979 -1.460017 -0.396211 -0.20 0.13 -0.34
H -4.734851 0.457777 -0.625242 -0.06 -0.08 0.64
```
Positions in Å, forces in eV/Å.

---

[2]
Below is the ion C5H12NO with charge -1, with properties calculated with the ωB97M-V functional and the def2-TZVPD basis.

Output
Energy above the lowest of the compared OMol25 structures with the same formula, charge and spin   24.18 kcal/mol
Spin multiplicity   1
SMILES   CCN[C@H](C)C[O-]
LUMO level   0.142 hartree
Charge   -1

Structure (XYZ):
```
19
Properties=species:S:1:pos:R:3:forces:R:3
O -0.337576 2.006397 1.731547 -0.23 0.04 0.14
N 0.726464 -0.420870 -0.812887 0.34 -1.09 -0.99
C 0.844957 -1.864078 -0.479202 -0.02 0.60 0.24
C -0.184493 0.485135 -0.163735 -0.95 -0.31 1.15
C -1.067510 1.330726 -1.094094 1.02 0.59 -0.02
C 0.489070 1.362590 0.933318 1.41 0.63 -0.33
C -0.465331 -2.475260 0.022069 -0.79 0.08 -1.66
H -1.588390 2.039663 -0.461489 -0.19 0.11 0.27
H -0.349905 1.925498 -1.664187 -0.16 0.16 -0.49
H -1.241641 -2.000715 -0.604437 -0.02 0.36 0.66
H -0.638812 -3.493825 -0.351895 0.72 -0.25 0.66
H -0.712987 -2.374068 1.078193 0.17 0.06 -0.16
H 1.130972 -2.368114 -1.412311 -0.06 -0.09 0.13
H -0.886504 -0.078084 0.439853 -0.10 -0.45 0.17
H 1.662594 -0.051295 -0.897785 -0.07 0.36 0.13
H 1.252438 2.053125 0.372312 -0.55 -0.19 -0.11
H 1.288461 0.698716 1.443367 -0.74 -0.19 -0.13
H 1.671449 -2.045955 0.228855 -0.23 0.00 0.06
H -1.796511 0.871733 -1.778670 0.44 -0.41 0.28
```
Positions in Å, forces in eV/Å.

---

[3]
Below is a cluster of 2 separate species, C5H12NO in total, with properties calculated with the ωB97M-V functional and the def2-TZVPD basis.

Output
Energy above the lowest of the compared OMol25 structures with the same formula, charge and spin   39.08 kcal/mol
Spin multiplicity   1
LUMO level   0.145 hartree
Charge   -1

Structure (XYZ):
```
19
Properties=species:S:1:pos:R:3:forces:R:3
O 0.596223 -0.430068 -1.611828 -0.21 -0.09 -0.09
N -0.425236 0.492527 2.366226 -0.41 0.33 0.75
C -1.886845 0.507898 0.374943 -0.46 -1.18 -1.01
C 2.934584 -0.180410 -1.582905 0.96 0.23 0.40
C -1.680486 -0.023943 1.766087 0.38 -0.37 -0.19
C 1.629523 -0.107545 -0.805383 -0.52 0.17 -0.25
C -1.735180 -0.313414 -0.704765 0.37 0.68 1.68
H 1.569147 0.935987 -0.365315 -0.02 -0.20 -0.08
H -0.474152 0.332238 3.379329 0.15 0.02 -0.39
H -0.400458 1.507273 2.269340 0.06 -0.18 -0.15
H 1.714400 -0.768579 0.082739 0.12 -0.10 0.25
H 2.817034 0.420047 -2.480285 0.05 0.18 -0.19
H -1.505435 -1.388762 -0.607774 -0.07 0.81 0.11
H -1.527471 -1.114304 1.689949 -0.28 0.31 0.01
H 3.810079 0.208169 -0.998580 -0.39 -0.30 -0.33
H -1.742907 0.054321 -1.706379 -0.26 0.18 -0.43
H -2.553959 0.153784 2.416137 0.05 0.07 -0.09
H -2.194771 1.565585 0.269542 0.44 -0.57 -0.06
H 3.125791 -1.208416 -1.905528 0.04 0.01 0.07
```
Positions in Å, forces in eV/Å.

---

[4]
Below is a structure of composition C5H12NO, with properties calculated with the ωB97M-V functional and the def2-TZVPD basis.

Output
Energy above the lowest of the compared OMol25 structures with the same formula, charge and spin   347.47 kcal/mol
Spin multiplicity   2
LUMO level (alpha / beta)   -0.109 / -0.109 hartree

Structure (XYZ):
```
19
Properties=species:S:1:pos:R:3:forces:R:3
O 2.220575 1.631257 1.211549 -1.93 -0.26 1.23
N 0.836850 1.990511 -1.192594 -1.90 2.00 -3.49
C 0.510948 -0.672612 -1.083341 0.35 -0.89 -0.12
C 1.981731 1.514808 0.063622 5.77 -2.43 -1.14
C 0.719752 -1.444322 1.417313 1.25 0.43 -3.38
C 1.266000 0.576698 -1.143612 6.32 2.66 2.90
C 1.239497 -1.663901 -0.207652 -1.18 -2.01 2.15
H 1.321684 -0.564717 1.583804 0.05 0.15 1.01
H -9.932489 0.535751 2.443340 -1.84 -1.17 -0.88
H 2.281321 -1.336614 -0.125139 0.06 -0.49 -0.29
H 1.751957 3.107953 -1.039794 -2.70 -4.69 -1.39
H 0.163649 1.858566 -1.937980 -0.83 2.22 -0.20
H 2.990776 2.185532 -0.652753 -2.02 -1.22 1.09
H 0.311087 -1.017693 -2.121347 -0.61 0.24 0.80
H 2.247061 0.076220 -1.694964 -1.78 2.11 0.20
H -0.292794 -1.088002 1.331208 -0.54 -0.46 0.48
H 1.188110 -2.805104 -0.524295 -0.06 2.54 0.45
H 0.946079 -2.260318 2.102583 -0.23 0.08 -0.28
H -11.751793 -0.624015 1.570051 1.84 1.17 0.88
```
Positions in Å, forces in eV/Å.

---

[5]
Below is a cluster of 2 separate species, C5H12NO in total, with properties calculated with the ωB97M-V functional and the def2-TZVPD basis.

Output
Energy above the lowest of the compared OMol25 structures with the same formula, charge and spin   37.79 kcal/mol
Spin multiplicity   2
LUMO level (alpha / beta)   0.020 / 0.013 hartree

Structure (XYZ):
```
19
Properties=species:S:1:pos:R:3:forces:R:3
O -1.196419 -2.533552 -0.525863 -0.03 0.06 -0.03
N -0.601129 -0.033130 -1.135812 -0.06 0.92 -0.30
C 0.462930 1.578924 1.623326 0.29 -0.21 -0.19
C -0.829149 1.813708 1.454068 -0.07 0.44 0.38
C 1.564264 2.204393 0.822281 0.02 0.01 -0.04
C 0.051350 -2.223666 -0.525282 -0.05 0.04 0.18
C 0.428724 -1.126376 -1.434186 0.05 -0.81 0.15
H 1.227763 3.093747 0.292753 -0.10 0.01 -0.06
H 1.433961 -0.743306 -1.294567 0.07 0.15 -0.01
H 1.991745 1.512736 0.090946 0.02 -0.07 0.06
H 2.378047 2.505591 1.480539 0.06 -0.01 0.01
H 0.766476 -2.585231 0.214406 0.04 -0.10 0.00
H 0.246308 -1.400982 -2.481793 -0.04 0.30 -0.12
H -1.182220 2.498882 0.689526 -0.03 0.10 0.10
H 0.766468 0.845647 2.364523 0.00 0.14 0.13
H -0.663828 0.696712 -1.849127 -0.04 -0.04 0.01
H -0.415068 0.403151 -0.220547 -0.11 -0.21 -0.15
H -1.549080 1.430296 2.163322 -0.16 -0.27 -0.25
H -1.498226 -0.538101 -1.074713 0.15 -0.43 0.14
```
Positions in Å, forces in eV/Å.

---

[6]
Below is a cluster of 2 separate species, C5H12NO in total, with properties calculated with the ωB97M-V functional and the def2-TZVPD basis.

Output
Energy above the lowest of the compared OMol25 structures with the same formula, charge and spin   37.37 kcal/mol
Spin multiplicity   1
LUMO level   -0.145 hartree
Charge   +1

Structure (XYZ):
```
19
Properties=species:S:1:pos:R:3:forces:R:3
O 3.142320 1.440099 -1.596648 0.28 0.07 -0.23
N 1.154057 0.390249 -2.905961 -0.01 0.01 -0.14
C -2.497275 -1.268666 2.462223 -0.81 1.00 -0.45
C -0.512351 -0.118059 1.403447 -0.26 -0.02 -0.44
C 2.312059 1.001132 -0.857974 -0.36 0.15 0.10
C 1.118454 0.245525 -1.416948 -0.01 0.29 -0.01
C -1.558621 -0.121409 2.219174 0.29 -0.49 0.39
H -2.403908 -2.121466 1.796062 0.37 -0.06 0.07
H -3.497964 -0.848896 2.293060 -0.06 -0.26 0.06
H 0.280126 0.088365 -3.349794 0.19 0.02 0.10
H 1.935131 -0.137368 -3.301664 0.00 -0.05 -0.04
H -2.500203 -1.559554 3.510839 0.25 -0.16 -0.01
H 0.217141 0.726617 -1.037507 -0.15 -0.23 -0.05
H -0.369397 -0.926822 0.693493 0.14 -0.27 0.30
H 1.129241 -0.811530 -1.161616 -0.08 0.01 0.09
H 1.341055 1.368489 -3.151449 -0.02 -0.03 -0.01
H -1.766271 0.744023 2.840107 0.22 0.05 0.06
H 2.285867 1.205923 0.220335 0.20 -0.21 0.10
H 0.190540 0.703354 1.340824 -0.16 0.20 0.12
```
Positions in Å, forces in eV/Å.

---

[7]
Below is the ion C5H12NO with charge +1, with properties calculated with the ωB97M-V functional and the def2-TZVPD basis.

Output
Energy above the lowest of the compared OMol25 structures with the same formula, charge and spin   24.02 kcal/mol
Spin multiplicity   1
SMILES   CC(C)[C@H]([NH3+])C=O
LUMO level   -0.148 hartree
Charge   +1

Structure (XYZ):
```
19
Properties=species:S:1:pos:R:3:forces:R:3
O -2.653498 0.147928 1.688921 0.74 0.27 0.53
N 0.175707 0.127503 1.653012 0.27 -0.23 -0.60
C -2.027693 0.060876 0.673685 -1.01 -0.59 -0.90
C -0.625619 0.609270 0.456500 0.33 0.36 -0.07
C 0.100592 0.182491 -0.813873 0.28 -0.94 -0.53
C 0.146416 -1.377995 -0.973193 -1.69 0.94 -0.48
C 1.493670 0.836909 -0.922379 0.65 -0.31 0.57
H 1.048508 -1.607147 -1.523025 0.18 -0.84 0.55
H -0.435112 0.501658 -1.706967 -0.45 0.41 0.39
H -0.202394 -1.952910 -0.105614 1.26 -0.15 0.35
H 1.039335 0.669450 1.745684 -0.17 -0.11 0.24
H 2.263363 0.099655 -1.157968 -0.13 -0.07 -0.08
H -0.370231 0.125693 2.513659 -0.18 0.31 0.18
H 1.593715 1.607028 -1.682222 -0.36 0.11 0.05
H -0.639101 1.701571 0.457890 -0.20 0.00 0.45
H 1.845857 1.269650 0.023394 -0.10 0.20 -0.15
H -2.482135 -0.482534 -0.172859 0.15 0.22 -0.25
H 0.432090 -0.850429 1.449493 0.11 0.23 0.17
H -0.703471 -1.668666 -1.604139 0.30 0.20 -0.41
```
Positions in Å, forces in eV/Å.

---

[8]
Below is a cluster of 2 separate species, C5H12NO in total, with properties calculated with the ωB97M-V functional and the def2-TZVPD basis.

Output
Energy above the lowest of the compared OMol25 structures with the same formula, charge and spin   41.89 kcal/mol
Spin multiplicity   1
LUMO level   -0.191 hartree
Charge   +1

Structure (XYZ):
```
19
Properties=species:S:1:pos:R:3:forces:R:3
O -1.064972 -2.541963 -1.088726 0.62 -0.56 0.09
N -1.009836 0.434313 -0.729990 0.49 -1.14 0.45
C -0.059545 0.201849 0.341572 1.29 -0.94 -0.32
C -0.354434 -0.443629 1.453337 -1.07 0.09 0.26
C 1.940239 1.702261 0.719657 0.90 1.94 -0.71
C 1.353639 0.533063 -0.068546 0.04 1.98 -0.56
C -2.206422 0.015626 -0.754333 -1.02 0.72 0.15
H -2.695125 -0.367912 0.131055 0.34 -0.14 0.13
H 1.473936 2.684062 0.522772 -1.18 -0.65 0.37
H 0.360367 -0.642541 2.233438 0.39 0.08 -0.16
H 1.340445 0.975655 -1.075519 -0.26 -0.31 -0.12
H -0.769973 -2.982695 -0.281325 -0.31 0.25 0.31
H 2.846200 2.072185 0.216056 0.59 -1.06 0.46
H -1.354407 -0.789429 1.691731 -0.02 0.12 -0.03
H 2.100813 1.645228 1.791058 0.00 -0.50 -0.01
H -0.576094 -3.089800 -1.721509 -0.36 0.32 -0.40
H 2.070982 -0.273751 -0.196950 -0.39 -0.48 0.62
H -0.528793 0.677907 -1.592710 -0.42 0.45 -0.08
H -2.867022 0.189572 -1.591067 0.37 -0.15 -0.45
```
Positions in Å, forces in eV/Å.

---

[9]
Below is a cluster of 2 separate species, C5H12NO in total, with properties calculated with the ωB97M-V functional and the def2-TZVPD basis.

Output
Energy above the lowest of the compared OMol25 structures with the same formula, charge and spin   31.89 kcal/mol
Spin multiplicity   1
LUMO level   -0.181 hartree
Charge   +1

Structure (XYZ):
```
19
Properties=species:S:1:pos:R:3:forces:R:3
O -2.588711 -0.717145 -1.667173 -0.22 0.32 -0.93
N -1.000833 0.729175 1.112501 -2.11 -0.87 0.16
C -0.092602 -0.160473 0.470579 1.63 0.50 -0.16
C 1.210385 -0.043575 0.793919 -0.60 0.40 -1.09
C -2.279121 0.540249 1.049745 0.72 1.01 -0.05
C 2.291952 -0.714778 -0.012566 -1.10 -0.19 -1.08
C 2.959036 0.395227 -0.869224 0.64 -0.97 0.47
H -3.005558 0.043701 -2.098849 -0.01 0.21 0.44
H 2.154854 1.023586 -1.189436 -0.24 0.71 -0.37
H 3.717402 0.966231 -0.321638 -0.24 -0.06 -0.15
H 2.958118 -1.384280 0.533907 0.04 0.39 0.12
H 3.408749 -0.058507 -1.761908 0.03 0.19 0.32
H 1.471754 0.842997 1.375347 0.20 -0.50 0.54
H -0.488435 -0.761431 -0.369186 -0.03 0.27 0.97
H -2.951934 1.193674 1.614737 0.31 -0.28 -0.23
H 1.742120 -1.336071 -0.759840 0.47 0.03 0.65
H -2.532169 -1.283635 -2.449768 0.22 -0.51 0.38
H -2.621365 -0.185805 0.332489 -0.30 -0.40 0.12
H -0.703852 1.473474 1.740665 0.59 -0.24 -0.11
```
Positions in Å, forces in eV/Å.

---

[10]
Below is the ion C5H12NO with charge +1, with properties calculated with the ωB97M-V functional and the def2-TZVPD basis.

Output
Energy above the lowest of the compared OMol25 structures with the same formula, charge and spin   48.35 kcal/mol
Spin multiplicity   1
SMILES   CCC[C@@H]([NH3+])C=O
LUMO level   -0.144 hartree
Charge   +1

Structure (XYZ):
```
19
Properties=species:S:1:pos:R:3:forces:R:3
O 1.363521 0.254971 -2.438346 1.50 0.07 -1.57
N 0.839391 2.059893 -0.755735 -0.58 0.61 0.99
C -0.125704 0.858804 -0.794463 1.07 0.03 2.17
C 0.319501 -0.092211 0.421686 1.97 0.65 -1.22
C -1.127107 -1.468922 1.871552 -0.91 3.53 -1.94
C -0.290522 -1.479105 0.588196 0.83 -0.06 0.85
C 0.267955 0.175809 -2.006843 -1.50 -2.31 0.05
H -1.213092 1.028390 -0.968470 0.70 0.90 1.19
H 0.337125 0.441429 1.332922 -1.44 1.03 1.11
H -2.137382 -1.164313 1.523212 0.22 -0.70 0.70
H 1.465073 -0.131633 0.455499 -1.09 -0.41 -1.38
H -0.865467 -0.648497 2.533216 0.42 0.18 0.06
H -1.107398 -2.270589 2.477133 -0.25 -3.25 1.52
H -0.563630 -0.517953 -2.281111 0.80 -0.07 -0.87
H 0.272453 2.887716 -1.082903 1.44 -0.54 0.74
H 1.413610 2.178851 0.142050 -1.84 0.23 -1.07
H 1.607731 1.803474 -1.409823 -0.53 0.05 -0.55
H -1.006401 -1.700784 -0.179201 0.12 -0.32 -0.82
H 0.550344 -2.215329 0.571430 -0.94 0.39 0.03
```
Positions in Å, forces in eV/Å.

---

[11]
Below is a cluster of 2 separate species, C5H12NO in total, with properties calculated with the ωB97M-V functional and the def2-TZVPD basis.

Output
Energy above the lowest of the compared OMol25 structures with the same formula, charge and spin   68.38 kcal/mol
Spin multiplicity   1
LUMO level   -0.197 hartree
Charge   +1

Structure (XYZ):
```
19
Properties=species:S:1:pos:R:3:forces:R:3
O -1.310989 -1.635656 2.552347 0.16 0.02 0.39
N -1.209142 -1.172128 -0.343780 1.47 -1.42 1.21
C 1.175975 1.572568 -1.126286 1.20 -0.45 -0.17
C -1.667559 -2.359885 -0.540114 -0.64 0.28 -0.08
C -0.168626 -0.597446 -1.088192 0.10 0.03 0.64
C 0.552212 0.389351 -0.474541 0.06 0.40 -0.15
C 1.519764 2.693314 -0.122978 0.37 -0.03 -1.31
H -1.481220 -2.493203 2.960918 -0.09 -0.06 -0.16
H 0.350818 -1.347021 -1.689388 -0.66 0.93 -1.48
H 2.504895 2.493165 0.288895 -0.22 -0.13 0.68
H 1.693977 3.579816 -0.737784 -0.30 0.16 0.26
H -2.014479 -2.932596 0.306117 -0.74 0.31 0.01
H -0.994320 -1.120174 3.309681 -0.08 0.10 -0.30
H 2.138104 1.299699 -1.580493 -0.08 -0.09 -0.24
H 0.733111 2.879450 0.596977 0.08 0.05 0.24
H -1.761694 -2.764558 -1.539408 0.76 -0.14 -0.04
H 0.783260 0.346296 0.595129 -1.47 0.39 0.29
H 0.547200 1.920637 -1.943019 -0.12 -0.08 0.06
H -1.391288 -0.751631 0.575918 0.22 -0.30 0.14
```
Positions in Å, forces in eV/Å.